No. 1
Molecular formula: C20H23BF10N5O5S4Tm
Method: DFT, ωB97M-V/def2-TZVPD

Structure (XYZ):
```
69
Properties=species:S:1:pos:R:3:mulliken_charge:R:1
Tm -0.698 -0.293 -1.178 1.08
S -1.703 -2.794 -1.598 -0.38
C -1.411 -3.003 0.089 0.53
C -1.731 -4.159 0.824 -1.17
C -1.495 -4.180 2.176 -0.44
C -0.941 -3.061 2.808 -1.31
C -0.646 -1.968 2.028 -0.29
N -0.862 -1.940 0.708 0.99
H -2.174 -4.999 0.309 0.54
H -1.744 -5.062 2.754 0.43
H -0.752 -3.041 3.871 0.51
H -0.224 -1.069 2.459 0.33
F -0.449 2.561 -5.614 -0.19
C 0.509 2.934 -4.784 0.41
F 1.600 3.244 -5.470 -0.19
F 0.110 3.989 -4.084 -0.19
S 0.910 1.611 -3.566 1.48
O -0.354 1.293 -2.917 -0.68
O 1.938 2.175 -2.742 -0.69
N 1.419 0.406 -4.465 -0.82
S 1.868 -0.830 -3.611 1.06
O 1.030 -0.954 -2.401 -0.03
O 2.066 -2.008 -4.375 -0.59
C 3.561 -0.427 -2.902 0.62
F 4.159 0.482 -3.659 -0.24
F 3.476 0.011 -1.655 -0.17
F 4.291 -1.540 -2.912 -0.24
C 1.683 4.460 1.100 -0.84
N 0.452 3.945 1.675 0.28
C -0.238 4.520 2.715 -0.81
C -1.300 3.745 2.967 -0.36
N -1.266 2.670 2.074 0.46
C -0.161 2.803 1.270 -0.10
S 0.526 1.947 -0.008 -0.18
C -2.297 1.679 2.033 0.70
C -3.399 1.827 2.877 -0.98
C -4.411 0.891 2.805 -0.74
C -4.308 -0.145 1.894 -1.27
C -3.167 -0.211 1.126 0.12
N -2.156 0.666 1.200 0.65
H 1.861 5.444 1.523 0.31
H 1.584 4.526 0.019 0.35
H 2.513 3.794 1.329 0.32
H 0.085 5.435 3.177 0.46
H -2.069 3.876 3.698 0.44
H -3.490 2.645 3.569 0.36
H -5.276 0.988 3.447 0.42
H -5.088 -0.880 1.765 0.51
H -3.077 -1.004 0.394 0.26
C 1.970 -3.852 -1.276 -0.73
C 2.480 -3.453 0.085 -0.56
O 2.217 -2.081 0.361 0.18
C 2.876 -1.705 1.555 -0.58
C 2.638 -0.245 1.853 -0.50
H 2.100 -4.929 -1.400 0.45
H 2.526 -3.361 -2.072 0.08
H 0.913 -3.625 -1.401 -0.04
H 3.563 -3.626 0.146 0.48
H 2.012 -4.064 0.872 0.29
H 3.954 -1.889 1.447 0.45
H 2.524 -2.338 2.384 0.32
H 3.055 0.390 1.073 0.12
H 3.111 0.016 2.802 0.46
H 1.575 -0.018 1.927 -0.28
F -2.410 1.386 -1.289 -0.34
B -3.326 0.776 -2.254 0.65
F -2.450 -0.230 -2.818 -0.50
F -3.734 1.680 -3.177 -0.33
F -4.346 0.169 -1.561 -0.35
```

HOMO energy (spin up / spin down)	-7.9 / -7.9	eV
lowest unoccupied orbital energy (spin up / spin down)	-0.0831 / -0.0906	eV
spin multiplicity	3



No. 2
Molecular formula: C40H48CuN7S
Method: DFT, ωB97M-V/def2-TZVPD

Structure (XYZ):
```
97
Properties=species:S:1:pos:R:3:mulliken_charge:R:1
Cu 0.921 0.774 0.182 -0.42
C 1.785 3.685 0.734 -1.30
N 0.657 3.048 0.035 1.73
C 0.536 3.605 -1.312 -1.15
C -0.303 2.756 -2.230 0.39
C -1.195 3.341 -3.117 -0.99
C -1.862 2.533 -4.024 -0.65
C -1.629 1.170 -3.996 -0.79
C -0.747 0.675 -3.048 0.22
N -0.086 1.443 -2.188 0.33
C -0.593 3.240 0.778 -1.13
C -0.540 2.555 2.121 0.79
C -1.295 3.003 3.196 -1.10
C -1.206 2.325 4.400 -0.53
C -0.361 1.229 4.494 -0.91
C 0.353 0.852 3.372 -0.66
N 0.267 1.499 2.209 0.88
C 3.091 2.951 0.559 0.67
C 4.259 3.636 0.258 -1.09
C 5.457 2.939 0.223 -0.56
C 5.447 1.583 0.502 -0.86
C 4.230 0.979 0.770 0.02
N 3.071 1.634 0.789 0.40
H 1.903 4.726 0.413 0.38
H 1.568 3.710 1.802 0.40
H 0.136 4.627 -1.283 0.44
H 1.545 3.670 -1.730 0.50
H -1.353 4.411 -3.099 0.45
H -2.557 2.961 -4.734 0.44
H -2.131 0.496 -4.675 0.45
H -0.565 -0.392 -2.975 -0.24
H -0.814 4.308 0.921 0.52
H -1.409 2.810 0.184 0.12
H -1.929 3.874 3.089 0.55
H -1.782 2.652 5.256 0.44
H -0.254 0.678 5.418 0.48
H 1.020 -0.002 3.391 0.38
H 4.226 4.699 0.060 0.46
H 6.382 3.449 -0.013 0.42
H 6.357 1.000 0.505 0.48
H 4.181 -0.084 0.978 0.33
C -5.286 2.894 0.158 -0.87
N -5.569 1.473 0.199 0.24
C -6.728 0.890 0.694 -0.22
C -6.599 -0.441 0.553 -0.68
N -5.360 -0.654 -0.024 0.18
C -4.713 0.518 -0.245 -0.90
S -3.189 0.705 -0.922 0.25
H -6.226 3.439 0.119 0.32
H -4.694 3.103 -0.731 0.35
H -4.721 3.202 1.038 0.26
H -7.536 1.477 1.090 0.44
H -7.273 -1.241 0.797 0.42
H -4.940 -1.536 -0.259 0.23
C -1.436 -5.217 2.089 -1.82
C -1.387 -3.737 1.814 -0.31
C -2.307 -2.870 2.406 -0.49
C -2.278 -1.498 2.155 0.65
C -3.259 -0.565 2.811 -1.76
C -1.312 -1.009 1.305 -0.35
C -0.330 -1.833 0.702 0.29
C -0.416 -3.225 0.975 -0.08
N 0.599 -1.195 -0.064 0.83
C 1.596 -1.944 -0.858 1.81
C 2.603 -2.695 0.037 -0.94
C 3.660 -3.387 -0.832 0.36
C 4.441 -2.347 -1.637 -1.37
C 3.471 -1.581 -2.538 0.23
C 2.801 -2.549 -3.513 -1.49
C 2.016 -3.593 -2.718 0.38
C 2.969 -4.361 -1.795 -1.30
C 0.938 -2.904 -1.873 -0.65
C 2.399 -0.916 -1.671 -1.67
H -2.265 -5.470 2.748 0.41
H -0.515 -5.559 2.563 0.34
H -1.558 -5.783 1.164 0.35
H -3.061 -3.275 3.074 0.42
H -4.256 -1.005 2.870 0.45
H -3.327 0.375 2.261 0.08
H -2.946 -0.333 3.832 0.40
H -1.313 0.039 1.048 0.19
H 0.288 -3.920 0.551 0.86
H 2.117 -3.436 0.669 0.64
H 3.074 -1.973 0.712 0.04
H 4.342 -3.938 -0.179 0.36
H 5.212 -2.837 -2.237 0.55
H 4.952 -1.653 -0.960 0.28
H 4.007 -0.807 -3.092 0.47
H 3.551 -3.035 -4.143 0.55
H 2.126 -2.002 -4.179 0.44
H 1.529 -4.290 -3.405 0.35
H 3.720 -4.886 -2.391 0.53
H 2.418 -5.122 -1.232 0.50
H 0.336 -3.664 -1.382 0.62
H 0.255 -2.331 -2.507 -0.09
H 1.716 -0.326 -2.283 0.13
H 2.879 -0.222 -0.976 -0.48
```

HOMO energy (spin up / spin down)	-9.7 / -9.7	eV
net charge	+1
lowest unoccupied orbital energy (spin up / spin down)	-1.5978 / -3.4724	eV
spin multiplicity	2